#1
DFT (ωB97M-V with the def2-TZVPD basis set) results for a cluster of 2 separate species, CH4S2 in total.

Structure (XYZ):
```
7
CH4S2 | the OMol25 dataset | ωB97M-V with the def2-TZVPD basis set
C -0.297 -1.391 0.569
S -2.039 1.851 1.380
S 0.227 -0.497 -0.631
H 0.139 -1.480 1.492
H -1.213 -1.986 0.572
H -1.921 2.687 0.409
H -1.559 0.877 0.619
```

Calculated values
HOMO energy: -9.179 eV
SMILES: C=S.S
molar mass: 80.18 u
LUMO energy: -0.689 eV
HOMO-LUMO gap: 8.49 eV

---

#2
DFT (ωB97M-V with the def2-TZVPD basis set) results for a cluster of 2 separate species, CH4S2 in total.

Structure (XYZ):
```
7
CH4S2 | the OMol25 dataset | ωB97M-V with the def2-TZVPD basis set
C 0.542 0.497 -1.429
S -0.516 -0.450 1.522
S 0.950 -0.339 -2.719
H -0.456 0.581 -1.114
H 1.112 1.360 -1.073
H -0.788 -0.046 2.825
H -0.844 -1.603 1.988
```

Calculated values
HOMO energy: -8.809 eV
SMILES: C=S.S
molar mass: 80.18 u
LUMO energy: -0.379 eV
HOMO-LUMO gap: 8.43 eV

---

In order of decreasing stability: #1, #2.

---

#1
DFT (ωB97M-V with the def2-TZVPD basis set) results for a cluster of 2 separate species, C3H11N2 in total.

Structure (XYZ):
```
16
C3H11N2 | the OMol25 dataset | ωB97M-V with the def2-TZVPD basis set
C -1.965 1.344 -1.459
N -0.864 0.727 -1.332
H -2.506 1.774 -0.609
H -2.199 1.763 -2.463
H 0.516 -1.945 0.390
H -0.200 0.819 -2.124
C 2.070 -0.488 0.393
N 0.613 -0.931 0.463
C -0.127 -0.490 1.771
H 2.064 0.603 0.380
H 2.458 -0.713 -0.615
H 2.642 -1.100 1.095
H 0.094 -0.473 -0.335
H 0.026 -1.237 2.553
H 0.172 0.534 1.848
H -1.190 -0.596 1.498
```

Calculated values
expectation value of S²: 0.76
HOMO energy (alpha / beta): -21.644 / -21.639 eV
spin multiplicity: 2
molar mass: 75.14 u
charge: +2
LUMO energy (alpha / beta): -10.658 / -14.681 eV
HOMO-LUMO gap (alpha / beta): 10.99 / 6.96 eV

---

#2
DFT (ωB97M-V with the def2-TZVPD basis set) results for the ion C3H11N2 with charge +2.

Structure (XYZ):
```
16
C3H11N2 | the OMol25 dataset | ωB97M-V with the def2-TZVPD basis set
N 1.149 -1.312 0.250
C 0.320 -0.161 -0.244
C 1.067 1.168 -0.291
C -1.042 -0.042 0.532
N -2.156 0.066 -0.336
H 2.082 -1.229 -0.177
H 0.756 -2.205 -0.058
H 1.248 -1.291 1.271
H 0.003 -0.404 -1.254
H 1.923 1.171 0.399
H 0.534 2.094 -0.079
H 1.539 1.271 -1.271
H -1.196 -0.769 1.339
H -1.084 0.904 1.108
H -3.086 0.251 0.075
H -2.058 0.488 -1.265
```

Calculated values
expectation value of S²: 0.75
HOMO energy (alpha / beta): -21.606 / -21.610 eV
spin multiplicity: 2
molar mass: 75.13 u
charge: +2
LUMO energy (alpha / beta): -7.521 / -12.822 eV
HOMO-LUMO gap (alpha / beta): 14.08 / 8.79 eV

---

In order of decreasing stability: #2, #1.

---

#1
DFT (ωB97M-V with the def2-TZVPD basis set) results for a cluster of 8 separate species, C8H32O8 in total.

Structure (XYZ):
```
48
C8H32O8 | the OMol25 dataset | ωB97M-V with the def2-TZVPD basis set
C 1.286 -2.416 1.232
O 1.818 -3.060 2.377
H 1.898 -1.623 0.790
H 1.148 -3.149 0.426
H 0.302 -2.025 1.483
H 2.775 -3.090 2.300
C 1.707 1.423 1.673
O 1.606 2.565 0.836
H 1.163 1.469 2.619
H 1.337 0.509 1.198
H 2.770 1.250 1.834
H 0.768 2.517 0.370
O 1.159 -2.313 -2.422
H 1.644 -1.477 -2.358
H 1.246 -2.592 -3.336
O -0.056 2.754 -1.817
H -0.653 3.284 -1.276
H 0.455 3.401 -2.313
O -0.548 0.023 -0.545
H 0.208 -0.524 -0.791
H -0.314 0.914 -0.826
C 4.239 0.200 -3.361
C 3.631 0.513 -2.027
O 2.219 0.239 -1.995
H 5.242 0.631 -3.416
H 3.666 0.637 -4.182
H 4.318 -0.872 -3.532
H 3.807 1.540 -1.702
H 4.070 -0.123 -1.256
H 1.739 1.060 -2.137
C -1.920 1.558 2.367
C -2.696 0.533 3.165
O -1.974 -0.672 3.389
H -1.229 2.129 2.994
H -2.629 2.301 1.978
H -1.338 1.182 1.526
H -3.631 0.283 2.658
H -2.930 0.971 4.135
H -2.081 -1.222 2.603
C -4.519 -0.342 -0.330
C -3.634 -1.577 -0.498
O -2.647 -1.620 0.536
H -3.885 0.545 -0.410
H -4.952 -0.328 0.673
H -5.342 -0.301 -1.043
H -3.118 -1.544 -1.459
H -4.213 -2.491 -0.380
H -1.908 -1.067 0.249
```

Calculated values
HOMO energy: -9.646 eV
SMILES: CCO.CCO.CCO.CO.CO.O.O.O
molar mass: 256.34 u
LUMO energy: -0.195 eV
HOMO-LUMO gap: 9.45 eV

---

#2
DFT (ωB97M-V with the def2-TZVPD basis set) results for a cluster of 8 separate species, C8H32O8 in total.

Structure (XYZ):
```
48
C8H32O8 | the OMol25 dataset | ωB97M-V with the def2-TZVPD basis set
C -10.548 17.892 -24.120
O -10.001 17.924 -25.399
H -11.225 17.036 -24.016
H -11.130 18.825 -24.001
H -9.837 17.776 -23.378
H -9.639 18.782 -25.488
C -13.832 18.763 -23.286
O -13.258 17.756 -22.435
H -13.862 18.258 -24.297
H -13.306 19.718 -23.325
H -14.865 19.056 -22.983
H -13.432 17.989 -21.504
C -8.139 16.350 -27.580
O -8.798 15.089 -27.728
H -7.635 16.393 -26.621
H -8.954 17.076 -27.655
H -7.499 16.470 -28.427
H -9.575 15.205 -27.209
C -8.888 14.784 -24.107
O -8.073 13.835 -23.507
H -8.736 14.863 -25.157
H -8.831 15.711 -23.597
H -9.963 14.495 -23.950
H -7.211 14.045 -23.834
C -11.254 12.699 -28.680
O -11.920 12.223 -27.536
H -10.579 11.940 -29.080
H -10.588 13.519 -28.386
H -12.028 12.970 -29.421
H -11.251 11.818 -26.944
C -12.477 15.647 -26.480
O -11.134 15.518 -26.105
H -13.097 16.039 -25.664
H -12.802 14.717 -26.880
H -12.460 16.456 -27.278
H -10.837 16.330 -25.747
C -15.633 15.639 -24.045
O -16.994 15.685 -23.629
H -14.974 16.160 -23.318
H -15.502 15.891 -25.078
H -15.259 14.629 -23.896
H -17.097 16.424 -23.014
C -12.563 13.132 -24.547
O -13.526 12.472 -25.361
H -11.616 13.306 -25.054
H -12.284 12.642 -23.594
H -12.971 14.081 -24.379
H -13.116 12.525 -26.228
```

Calculated values
HOMO energy: -9.666 eV
SMILES: CO.CO.CO.CO.CO.CO.CO.CO
molar mass: 256.34 u
LUMO energy: 0.249 eV
HOMO-LUMO gap: 9.92 eV

---

In order of decreasing stability: #1, #2.

---

#1
DFT (ωB97M-V with the def2-TZVPD basis set) results for a structure of composition C5H9NS.

Structure (XYZ):
```
16
C5H9NS | the OMol25 dataset | ωB97M-V with the def2-TZVPD basis set
C -0.163 -0.429 1.002
C 0.906 0.209 0.114
C 0.605 -0.401 -1.188
C -1.075 0.398 0.080
C 0.011 1.493 0.124
H 0.394 -2.396 2.162
H -0.236 -0.103 2.050
H 1.944 0.325 0.406
H 1.135 0.081 -2.069
H 0.887 -1.495 -1.203
H -1.257 0.165 -2.002
H -2.165 0.500 0.333
H 0.165 2.035 1.070
H 0.151 2.109 -0.742
N -0.894 -0.261 -1.195
S -0.408 -2.229 1.060
```

Calculated values
HOMO energy: -8.781 eV
molar mass: 115.20 u
LUMO energy: 0.903 eV
HOMO-LUMO gap: 9.68 eV

---

#2
DFT (ωB97M-V with the def2-TZVPD basis set) results for a cluster of 2 separate species, C5H9NS in total.

Structure (XYZ):
```
16
C5H9NS | the OMol25 dataset | ωB97M-V with the def2-TZVPD basis set
C 1.694 0.553 1.473
C 1.795 1.936 0.821
C 1.021 0.404 -1.134
C -2.769 -0.347 -0.082
C 1.249 0.800 0.147
N -2.751 -2.682 -1.091
S -2.253 -1.836 0.218
H 2.713 0.132 1.532
H 1.029 0.450 2.378
H 1.096 2.672 1.190
H 2.712 2.403 0.513
H 0.988 1.131 -1.977
H 1.160 -0.675 -1.433
H -2.540 0.443 0.715
H -2.058 -3.277 -1.422
H -3.086 -2.108 -1.848
```

Calculated values
HOMO energy: -8.565 eV
molar mass: 115.20 u
LUMO energy: 0.508 eV
HOMO-LUMO gap: 9.07 eV

---

In order of decreasing stability: #1, #2.

---

#1
DFT (ωB97M-V with the def2-TZVPD basis set) results for an isolated molecule of C2H4N2O3.

Structure (XYZ):
```
11
C2H4N2O3 | the OMol25 dataset | ωB97M-V with the def2-TZVPD basis set
C 0.540 0.052 0.186
N 1.760 -0.512 0.200
C -2.023 -0.178 -0.113
O -0.688 -0.013 -1.529
O 0.443 1.307 0.596
N -0.508 -0.617 -0.274
O -2.342 -0.039 1.055
H 1.258 1.610 1.023
H 1.791 -1.385 -0.313
H 2.567 0.079 0.056
H -2.797 -0.303 -0.886
```

Calculated values
HOMO energy: -7.524 eV
SMILES: N/C(O)=[N+](/[O-])C=O
molar mass: 104.06 u
LUMO energy: -0.026 eV
HOMO-LUMO gap: 7.50 eV

---

#2
DFT (ωB97M-V with the def2-TZVPD basis set) results for an isolated molecule of C2H4N2O3.

Structure (XYZ):
```
11
C2H4N2O3 | the OMol25 dataset | ωB97M-V with the def2-TZVPD basis set
C 0.392 -0.321 0.242
C -0.162 1.908 0.097
H 0.593 -3.182 0.493
H -0.442 -1.029 -1.630
H 0.093 3.016 -0.172
H -0.941 1.680 1.134
N 0.612 -1.254 0.952
N -0.570 -0.386 -0.715
O -0.199 -2.419 0.559
O -0.490 1.128 -1.219
O 1.116 0.859 0.259
```

Calculated values
HOMO energy: -9.525 eV
SMILES: O/N=C1\NOCO1
molar mass: 104.06 u
LUMO energy: 0.685 eV
HOMO-LUMO gap: 10.21 eV

---

In order of decreasing stability: #1, #2.

---

#1
DFT (ωB97M-V with the def2-TZVPD basis set) results for a cluster of 2 separate species, C7H9P in total.

Structure (XYZ):
```
17
C7H9P | the OMol25 dataset | ωB97M-V with the def2-TZVPD basis set
C 1.073 1.636 1.819
C 0.340 1.528 0.881
C -0.618 -1.396 -2.197
C -1.822 -1.553 -1.696
C 0.077 -0.068 -1.983
C -2.119 -0.404 -0.777
C 2.085 1.622 2.831
P -1.106 1.099 -1.110
H -0.236 -2.162 -2.907
H -2.356 -2.585 -1.678
H 1.030 -0.219 -1.258
H 0.303 0.329 -2.985
H -3.192 -0.040 -0.870
H -1.697 -0.669 0.273
H 2.137 0.618 3.434
H 3.112 1.723 2.353
H 1.950 2.568 3.451
```

Calculated values
HOMO energy: -9.034 eV
molar mass: 124.12 u
LUMO energy: -0.354 eV
HOMO-LUMO gap: 8.68 eV

---

#2
DFT (ωB97M-V with the def2-TZVPD basis set) results for an isolated molecule of C7H9P.

Structure (XYZ):
```
17
C7H9P | the OMol25 dataset | ωB97M-V with the def2-TZVPD basis set
C -1.984 0.523 -0.033
C -0.862 0.931 0.133
C 2.002 -0.800 0.416
C 2.044 -0.554 -0.873
C 1.527 0.332 1.301
C 1.628 0.740 -1.280
C -3.446 0.238 0.059
P 0.798 1.628 0.129
H 2.421 -1.666 0.919
H 2.291 -1.259 -1.639
H 0.602 0.091 1.892
H 2.381 0.824 1.775
H 2.448 1.446 -1.359
H 1.125 0.779 -2.412
H -3.901 1.156 -0.410
H -3.663 -0.771 -0.457
H -3.392 0.181 1.175
```

Calculated values
HOMO energy: -8.662 eV
SMILES: CC#CP1CC=CC1
molar mass: 124.12 u
LUMO energy: 0.968 eV
HOMO-LUMO gap: 9.63 eV

---

In order of decreasing stability: #2, #1.